This record from OMol25 describes an isolated ion of composition C3H3O4S and charge -1 in a non-equilibrium geometry. The level of theory is ωB97M-V/def2-TZVPD.

Geometry as XYZ:
```
11
Properties=species:S:1:pos:R:3:lowdin_charge:R:1
O -0.89964 -2.24221 1.22332 0.056
O -3.07420 1.40043 -0.91295 -0.566
H -0.07327 0.48457 0.91917 0.110
S -3.04333 0.72286 0.40926 0.710
C 0.09333 -0.36063 0.09371 -0.049
C -2.24317 -1.08458 -0.28540 -0.381
H 1.09530 -0.78247 0.13052 0.060
H -0.14939 0.16034 -0.97908 0.140
C -0.95196 -1.39115 0.36512 -0.501
O -2.74888 -1.62697 -1.24124 0.022
O -1.86773 1.21550 1.19504 -0.601
```

- SMILES: CC(=O)C([O-])=S(=O)=O
- Energy relative to the best compared isomer or geometry (same formula, charge and spin): 1.386 eV
- Net charge: -1
- HOMO-LUMO gap: 7.3264 eV
- Total energy: -815.274428 Ha
- E_HOMO: -3.5 eV


This record from OMol25 describes an isolated ion of composition C3H3O5P and charge -2 in a non-equilibrium geometry. The level of theory is ωB97M-V/def2-TZVPD.

Geometry as XYZ:
```
12
Properties=species:S:1:pos:R:3:lowdin_charge:R:1
O -0.74596 -1.37967 -1.44976 -0.451
C 0.64099 1.08830 -0.38083 -0.406
O 0.81283 1.66742 -1.45832 -0.013
C 1.57993 0.06867 0.26422 -0.042
H 1.04551 -0.77313 0.14128 -0.010
H 2.58792 -0.07061 -0.30829 0.112
O -1.12838 1.42070 1.25254 0.001
C -0.70751 0.85282 0.29593 -0.368
O -1.20881 -1.66558 1.05537 -0.462
O -2.92191 -0.51494 -0.48987 -0.455
P -1.49823 -0.90022 -0.23486 0.032
H 1.54364 0.20625 1.31258 0.063
```

- SMILES: CC(=O)C(=O)P(=O)([O-])[O-]
- Energy relative to the best compared isomer or geometry (same formula, charge and spin): 1.301 eV
- Net charge: -2
- HOMO-LUMO gap: 6.2463 eV
- Total energy: -833.709392 Ha
- E_HOMO: 0.3 eV


This record from OMol25 describes the molecule C3H3OP in a non-equilibrium geometry. The level of theory is ωB97M-V/def2-TZVPD.

Geometry as XYZ:
```
8
Properties=species:S:1:pos:R:3:lowdin_charge:R:1
C -0.31180 0.46776 0.16019 -0.416
O -2.90586 0.55163 -0.36084 -0.484
P -1.94439 -0.40454 0.18117 0.844
C 0.96276 -0.37628 -0.04971 -0.202
H -0.41108 1.01284 1.12241 0.075
C 1.98084 -0.98818 -0.23753 0.059
H -0.33042 1.29195 -0.53540 0.064
H 2.95994 -1.55518 -0.28030 0.060
```

- SMILES: C#CCP=O
- Energy relative to the best compared isomer or geometry (same formula, charge and spin): 1.756 eV
- HOMO-LUMO gap: 8.8510 eV
- Total energy: -532.617678 Ha
- E_HOMO: -9.5 eV


This record from OMol25 describes the molecule C3H3P in a non-equilibrium geometry. The level of theory is ωB97M-V/def2-TZVPD.

Geometry as XYZ:
```
7
Properties=species:S:1:pos:R:3:lowdin_charge:R:1
H -0.81185 1.03607 -0.04581 -0.036
C 2.19560 -0.45808 0.00195 -0.077
C -1.68816 0.43283 -0.02727 -0.434
C 1.02210 -0.71688 0.01924 -0.283
P -1.19968 -1.11300 0.05939 0.854
H 3.14927 -0.02356 -0.04946 -0.011
H -2.66728 0.84263 0.04196 -0.013
```

- SMILES: C#CP=C
- Energy relative to the best compared isomer or geometry (same formula, charge and spin): 1.216 eV
- HOMO-LUMO gap: 9.7554 eV
- Total energy: -457.300262 Ha
- E_HOMO: -9.9 eV


This record from OMol25 describes the molecule C3H3PS in a non-equilibrium geometry. The level of theory is ωB97M-V/def2-TZVPD.

Geometry as XYZ:
```
8
Properties=species:S:1:pos:R:3:lowdin_charge:R:1
P -0.68313 2.16991 0.09233 0.769
H 1.79232 0.57824 0.05300 0.029
C 1.03692 -0.13983 -0.05709 -0.139
C -1.44516 -0.39201 0.21670 -0.765
C -0.38220 0.39608 0.19004 -0.819
H 0.98132 -0.42654 -1.08146 0.063
S -2.70812 -1.25058 -0.05972 0.767
H 1.40804 -0.93527 0.64621 0.095
```

- Energy relative to the best compared isomer or geometry (same formula, charge and spin): 1.546 eV
- HOMO-LUMO gap (alpha / beta): 6.6424 / 6.1607 eV
- Total energy: -855.520664 Ha
- E_HOMO (alpha / beta): -8.0 / -7.5 eV


This record from OMol25 describes a 2-piece molecular cluster, C3H4 overall in a non-equilibrium geometry. The level of theory is ωB97M-V/def2-TZVPD.

Geometry as XYZ:
```
7
Properties=species:S:1:pos:R:3:lowdin_charge:R:1
C -0.56980 0.61204 0.02060 -0.126
C 0.66117 -0.11371 -0.15937 -0.233
C -0.73456 -0.70109 -0.01483 -0.028
H -0.87701 1.67214 -0.07134 0.111
H -1.22665 -1.53443 0.32449 0.057
H 1.07967 -0.11346 -1.15529 0.047
H 1.66717 0.17850 1.05573 0.173
```

- Energy relative to the best compared isomer or geometry (same formula, charge and spin): 3.166 eV
- HOMO-LUMO gap: 10.2652 eV
- Total energy: -116.520486 Ha
- E_HOMO: -9.0 eV


This record from OMol25 describes C3H4 as an isolated structure in a non-equilibrium geometry. The level of theory is ωB97M-V/def2-TZVPD.

Geometry as XYZ:
```
7
Properties=species:S:1:pos:R:3:lowdin_charge:R:1
C -0.14620 -0.22730 0.53178 -0.219
H 0.52968 0.38549 1.60763 0.155
C -0.51741 0.62901 -0.62309 -0.071
H -0.73525 -1.04873 0.89769 0.047
H -1.17896 1.38084 -0.97328 0.082
C 0.49360 -0.17538 -0.79863 -0.078
H 1.27206 -0.55841 -1.41318 0.084
```

- Energy relative to the best compared isomer or geometry (same formula, charge and spin): 1.861 eV
- HOMO-LUMO gap: 10.4719 eV
- Total energy: -116.568457 Ha
- E_HOMO: -9.1 eV


This record from OMol25 describes a 17-piece molecular cluster, C3H41FIN3O17P overall in a non-equilibrium geometry. The level of theory is ωB97M-V/def2-TZVPD.

Geometry as XYZ:
```
67
Properties=species:S:1:pos:R:3:lowdin_charge:R:1
H -5.00306 -2.11544 -1.60892 0.058
N 0.69289 0.67017 -1.03220 -0.161
H -1.91407 -4.00631 5.41642 0.027
H -2.51794 -3.13826 -2.43782 0.039
H 0.63306 0.33592 -1.99079 0.111
O 1.97662 8.17742 -1.80336 -0.084
H -5.03762 -0.25184 -4.35319 0.033
O 5.08275 -4.52221 0.74019 -0.066
H -2.95808 0.30994 -0.90997 0.101
H -1.62148 2.75096 0.26374 0.119
H 6.01522 -4.67208 0.55794 0.029
H 0.18356 5.57433 3.69780 0.050
H -5.05482 -0.62323 -1.88750 0.033
C -2.07392 0.87941 -0.67459 -0.088
H 6.61872 -5.78601 -2.20217 0.048
N 0.77783 -1.15430 0.54022 0.150
H 6.32326 -5.04472 -3.49784 0.051
O -0.80689 2.88270 -3.37642 -0.068
H 0.76673 -3.23096 -2.87930 0.048
H -0.70452 -3.56781 7.30511 0.047
O 2.53755 1.00130 0.94743 -0.360
H 4.72418 -4.17543 -0.08734 -0.011
H 0.01731 -3.88624 2.18230 0.058
C -2.42517 2.03066 0.25646 -0.145
C 0.08979 -0.17836 -0.15198 -0.435
H 3.37292 -2.91677 -2.22815 0.002
H -0.03072 2.48341 -2.97155 -0.029
F -2.51912 1.51015 1.54137 -0.038
H 1.95813 5.89025 0.32030 -0.127
I 2.11985 3.64018 -0.90948 0.610
O 5.90117 -5.37438 -2.69608 -0.047
H 2.18761 7.95384 -0.88289 -0.013
O -4.43542 -1.34170 -1.70223 -0.060
O -1.60346 -3.08320 -2.13794 -0.041
H -6.36452 0.22595 -4.94395 0.046
O -2.96135 4.39332 -1.55086 -0.050
H -0.61216 -4.65781 5.00647 0.045
H 1.50120 5.03434 3.16016 0.049
H 1.39771 6.88224 1.32259 0.031
H 1.36353 -2.31748 -1.80796 0.013
H -3.83095 4.31428 -1.95730 0.050
O -1.24553 -4.35420 7.44052 -0.056
H 0.27724 -2.04065 0.51647 0.079
O 0.77229 5.62358 2.93698 -0.053
O 1.37936 -2.49297 -2.75865 -0.050
H -1.63500 -0.69378 0.66612 0.167
H -1.67089 1.22699 -1.60916 0.104
N -1.18649 -0.06214 0.01357 0.155
O -0.65209 -3.26314 1.87925 -0.062
H 3.31401 0.41923 1.02449 0.070
H -1.54328 -2.19742 -1.77034 0.002
H 4.79515 -3.46831 -2.20544 0.010
O 4.21674 -2.82911 -1.76716 -0.066
H 0.94962 -0.88990 1.50715 0.103
H 2.43623 9.00574 -1.97195 0.030
H -2.38347 3.84623 -2.09500 -0.001
H -0.91341 -0.13394 2.48102 -0.022
H -3.35344 2.49466 -0.03132 0.113
P 2.33416 1.20211 -0.65000 0.500
O -5.95815 -0.08114 -4.12653 -0.059
H -1.28298 -3.24242 2.61250 0.026
O -0.58212 -0.13848 3.38318 -0.039
O -1.27253 -4.02902 4.69706 -0.058
H -0.47355 3.28427 -4.18730 0.065
H -1.14655 -4.57271 8.37348 0.055
H -1.36311 -0.00623 3.93219 0.056
O 2.09725 6.77808 0.66424 -0.092
```

- Net charge: +1
- HOMO-LUMO gap: 8.1816 eV
- Total energy: -2320.962033 Ha
- E_HOMO: -12.0 eV